Below is a cluster of 7 separate species, C38H96N6O14 in total in a non-equilibrium geometry, with properties calculated with the ωB97M-V functional and the def2-TZVPD basis.

Bonds (Å) are listed after each position.
CARTESIAN COORDINATES (ANGSTROEM)
1 C 3.503 -8.613 5.047  O2 1.395, H10 1.121, H11 1.071, H12 1.113
2 O 3.346 -7.331 4.518  C1 1.395, C3 1.444
3 C 2.856 -6.268 5.364  O2 1.444, C4 1.493, H13 1.058, H14 1.102
4 C 2.326 -5.167 4.505  C3 1.493, N5 1.451, H15 1.059, H16 1.077
5 N 3.340 -4.700 3.578  C4 1.451, C6 1.471, H17 1.028
6 C 2.928 -3.605 2.688  N5 1.471, C7 1.532, H18 1.065, H19 1.131
7 C 3.498 -2.288 3.224  C6 1.532, O8 1.355, H20 1.134, H21 1.079
8 O 3.130 -1.218 2.477  C7 1.355, C9 1.420
9 C 2.612 -0.173 3.287  O8 1.420, H22 1.086, H23 1.093, H24 1.123
10 H 3.724 -8.544 6.144  C1 1.121
11 H 4.352 -9.059 4.570  C1 1.071
12 H 2.552 -9.179 4.932  C1 1.113
13 H 3.638 -5.982 6.016  C3 1.058
14 H 2.058 -6.584 6.056  C3 1.102
15 H 1.953 -4.408 5.143  C4 1.059
16 H 1.449 -5.528 3.994  C4 1.077
17 H 3.772 -5.532 3.155  N5 1.028
18 H 1.877 -3.550 2.852  C6 1.065
19 H 3.132 -3.921 1.621  C6 1.131
20 H 4.624 -2.172 3.275  C7 1.134
21 H 3.181 -2.229 4.254  C7 1.079
22 H 3.376 0.193 3.966  C9 1.086
23 H 1.694 -0.554 3.744  C9 1.093
24 H 2.235 0.575 2.540  C9 1.123
25 C -6.860 -5.677 4.306  O26 1.436, H34 1.099, H35 1.076, H36 1.094
26 O -7.141 -4.816 3.190  C25 1.436, C27 1.433
27 C -6.510 -5.161 1.951  O26 1.433, C28 1.530, H37 1.072, H38 1.080
28 C -6.424 -3.962 1.006  C27 1.530, N29 1.446, H39 1.071, H40 1.082
29 N -5.743 -2.858 1.644  C28 1.446, C30 1.438, H41 1.027
30 C -4.725 -2.184 0.885  N29 1.438, C31 1.481, H42 1.132, H43 1.110
31 C -3.578 -1.724 1.702  C30 1.481, O32 1.467, H44 1.055, H45 1.086
32 O -3.006 -2.824 2.487  C31 1.467, C33 1.422
33 C -1.902 -2.378 3.265  O32 1.422, H46 1.101, H47 1.103, H48 1.103
34 H -5.778 -5.772 4.472  C25 1.099
35 H -7.230 -6.667 4.106  C25 1.076
36 H -7.315 -5.150 5.150  C25 1.094
37 H -6.973 -6.002 1.472  C27 1.072
38 H -5.518 -5.550 2.124  C27 1.080
39 H -7.414 -3.576 0.873  C28 1.071
40 H -5.935 -4.301 0.102  C28 1.082
41 H -5.454 -3.087 2.603  N29 1.027
42 H -5.087 -1.314 0.257  C30 1.132
43 H -4.242 -2.891 0.180  C30 1.110
44 H -3.870 -0.981 2.392  C31 1.055
45 H -2.748 -1.288 1.154  C31 1.086
46 H -2.224 -1.561 3.930  C33 1.101
47 H -1.068 -1.962 2.674  C33 1.103
48 H -1.530 -3.286 3.767  C33 1.103
49 C 0.739 5.132 -0.031  O50 1.435, H58 1.074, H59 1.097, H60 1.065
50 O 1.922 4.728 -0.735  C49 1.435, C51 1.446
51 C 2.249 5.572 -1.861  O50 1.446, C52 1.491, H61 1.151, H62 1.071
52 C 3.332 4.860 -2.597  C51 1.491, N53 1.433, H63 1.111, H64 1.102
53 N 2.805 3.816 -3.426  C52 1.433, C54 1.463, H65 1.030
54 C 3.755 2.888 -4.040  N53 1.463, C55 1.540, H66 1.059, H67 1.097
55 C 3.071 2.173 -5.219  C54 1.540, O56 1.453, H68 1.108, H69 1.059
56 O 2.061 1.272 -4.691  C55 1.453, C57 1.426
57 C 1.288 0.543 -5.641  O56 1.426, H70 1.110, H71 1.075, H72 1.099
58 H -0.162 5.043 -0.609  C49 1.074
59 H 0.883 6.186 0.240  C49 1.097
60 H 0.684 4.635 0.909  C49 1.065
61 H 2.647 6.598 -1.522  C51 1.151
62 H 1.406 5.753 -2.497  C51 1.071
63 H 4.148 4.559 -1.905  C52 1.111
64 H 3.774 5.587 -3.298  C52 1.102
65 H 2.057 3.342 -2.900  N53 1.030
66 H 4.211 2.232 -3.345  C54 1.059
67 H 4.515 3.545 -4.480  C54 1.097
68 H 3.842 1.591 -5.764  C55 1.108
69 H 2.562 2.902 -5.794  C55 1.059
70 H 1.922 -0.106 -6.281  C57 1.110
71 H 0.723 1.200 -6.277  C57 1.075
72 H 0.574 -0.097 -5.105  C57 1.099
73 C 5.422 4.199 0.638  O74 1.445, H82 1.121, H83 1.060, H84 1.102
74 O 5.061 3.026 -0.126  C73 1.445, C75 1.365
75 C 5.831 1.953 0.215  O74 1.365, C76 1.552, H85 1.122, H86 1.076
76 C 6.234 1.007 -0.948  C75 1.552, N77 1.475, H87 1.053, H88 1.116
77 N 5.078 0.219 -1.415  C76 1.475, C78 1.442, H89 1.004
78 C 5.067 -1.065 -0.757  N77 1.442, C79 1.483, H90 1.101, H91 1.117
79 C 4.000 -1.936 -1.307  C78 1.483, O80 1.466, H92 1.108, H93 1.099
80 O 4.329 -2.105 -2.726  C79 1.466, C81 1.444
81 C 3.659 -3.157 -3.452  O80 1.444, H94 1.067, H95 1.073, H96 1.070
82 H 6.433 4.526 0.280  C73 1.121
83 H 5.382 4.104 1.693  C73 1.060
84 H 4.618 4.890 0.336  C73 1.102
85 H 5.284 1.349 0.986  C75 1.122
86 H 6.772 2.193 0.678  C75 1.076
87 H 7.061 0.472 -0.574  C76 1.053
88 H 6.489 1.728 -1.759  C76 1.116
89 H 5.243 -0.005 -2.379  N77 1.004
90 H 4.992 -0.907 0.331  C78 1.101
91 H 6.018 -1.638 -0.869  C78 1.117
92 H 2.955 -1.587 -1.190  C79 1.108
93 H 4.114 -2.924 -0.841  C79 1.099
94 H 2.686 -2.825 -3.738  C81 1.067
95 H 3.477 -4.024 -2.845  C81 1.073
96 H 4.254 -3.432 -4.298  C81 1.070
97 C -5.284 1.179 4.580  O98 1.388, H106 1.138, H107 1.085, H108 1.062
98 O -4.694 2.217 3.871  C97 1.388, C99 1.431
99 C -4.748 2.102 2.446  O98 1.431, C100 1.556, H109 1.086, H110 1.095
100 C -3.547 2.946 1.932  C99 1.556, N101 1.512, H111 1.096, H112 1.110
101 N -2.211 2.373 2.348  C100 1.512, C102 1.489, H113 1.038
102 C -0.963 3.056 1.908  N101 1.489, C103 1.514, H114 1.120, H115 1.091
103 C 0.229 2.557 2.697  C102 1.514, O104 1.420, H116 1.090, H117 1.055
104 O -0.079 2.716 4.074  C103 1.420, C105 1.439
105 C 1.061 2.391 4.889  O104 1.439, H118 1.111, H119 1.098, H120 1.094
106 H -4.811 0.154 4.434  C97 1.138
107 H -6.342 1.195 4.341  C97 1.085
108 H -5.194 1.413 5.612  C97 1.062
109 H -5.693 2.568 2.185  C99 1.086
110 H -4.779 1.037 2.193  C99 1.095
111 H -3.618 3.959 2.347  C100 1.096
112 H -3.661 2.941 0.828  C100 1.110
113 H -2.244 2.384 3.385  N101 1.038
114 H -1.092 4.166 1.969  C102 1.120
115 H -0.726 2.797 0.875  C102 1.091
116 H 1.122 3.104 2.395  C103 1.090
117 H 0.413 1.528 2.553  C103 1.055
118 H 1.224 1.295 4.956  C105 1.111
119 H 0.811 2.776 5.886  C105 1.098
120 H 2.002 2.812 4.522  C105 1.094
121 C -3.936 1.188 -2.013  O122 1.405, H130 1.138, H131 1.116, H132 1.065
122 O -4.640 2.324 -2.447  C121 1.405, C123 1.425
123 C -3.891 3.402 -3.001  O122 1.425, C124 1.488, H133 1.171, H134 1.065
124 C -3.214 3.077 -4.286  C123 1.488, N125 1.415, H135 1.106, H136 1.097
125 N -4.182 2.738 -5.261  C124 1.415, C126 1.461, H137 0.992
126 C -3.659 2.318 -6.559  N125 1.461, C127 1.490, H138 1.130, H139 1.090
127 C -2.889 1.042 -6.530  C126 1.490, O128 1.397, H140 1.119, H141 1.164
128 O -3.788 -0.022 -6.417  C127 1.397, C129 1.388
129 C -3.324 -1.331 -6.430  O128 1.388, H142 1.117, H143 1.095, H144 1.129
130 H -4.590 0.628 -1.269  C121 1.138
131 H -3.021 1.426 -1.419  C121 1.116
132 H -3.647 0.541 -2.807  C121 1.065
133 H -3.022 3.709 -2.278  C123 1.171
134 H -4.676 4.113 -3.110  C123 1.065
135 H -2.503 2.261 -4.059  C124 1.106
136 H -2.564 3.897 -4.613  C124 1.097
137 H -4.739 2.018 -4.867  N125 0.992
138 H -2.996 3.112 -7.013  C126 1.130
139 H -4.522 2.126 -7.196  C126 1.090
140 H -2.082 1.055 -5.755  C127 1.119
141 H -2.329 0.881 -7.538  C127 1.164
142 H -3.902 -1.925 -5.681  C129 1.117
143 H -2.279 -1.462 -6.129  C129 1.095
144 H -3.409 -1.839 -7.434  C129 1.129
145 O 1.701 1.926 -0.207  C146 1.436, H149 0.958
146 C 1.356 0.759 -0.969  O145 1.436, C147 1.537, H150 1.143, H151 1.084
147 C 0.036 1.059 -1.698  C146 1.537, O148 1.391, H152 1.111, H153 1.153
148 O 0.183 1.982 -2.728  C147 1.391, H154 0.991
149 H 2.114 2.591 -0.758  O145 0.958
150 H 2.070 0.454 -1.807  C146 1.143
151 H 1.141 -0.050 -0.280  C146 1.084
152 H -0.748 1.430 -1.005  C147 1.111
153 H -0.466 0.085 -2.056  C147 1.153
154 H 0.895 1.620 -3.315  O148 0.991

Values from the calculation:
Structure (SMILES) = COCCNCCOC.COCCNCCOC.COCCNCCOC.COCCNCCOC.COCCNCCOC.COCCNCCOC.OCCO
DFT total energy = -2886.92091 Ha
Net charge = 0
Relative energy (zero: lowest compared OMol25 entry of this formula, charge and spin) = 1.872 eV